46
Properties=species:S:1:pos:R:3 method="wB97M-V/def2-TZVPD" homo_lumo_gap_ha=0.2533 e_tot_ev=-30069.1665 largest_force_ev_per_a=3.3 smiles="CNC(=O)[C@@H](CCCC[NH3+])NC(=O)[C@@H](CC(=O)[O-])NC(C)=O" homo_ha=-0.264
C 1.612 0.176 -5.598
N 1.487 0.461 -4.177
C 0.536 -0.057 -3.408
O -0.250 -0.872 -3.845
C 0.361 0.579 -1.994
C -0.535 1.876 -1.982
C -0.540 2.686 -0.665
C -1.583 2.348 0.399
C -1.225 2.970 1.756
N -0.144 2.171 2.333
N -0.174 -0.425 -1.100
C 0.266 -0.542 0.158
O 1.034 0.338 0.595
C -0.199 -1.774 0.952
C 0.246 -3.029 0.194
C 0.158 -4.239 1.033
O -0.916 -4.900 1.009
O 1.152 -4.467 1.774
N 0.273 -1.864 2.341
C -0.284 -1.224 3.378
C 0.059 -1.861 4.718
O -1.000 -0.244 3.313
H 0.923 0.787 -6.114
H 1.331 -0.872 -5.808
H 2.625 0.336 -5.959
H 2.119 1.148 -3.750
H 1.347 0.833 -1.655
H -1.540 1.570 -2.213
H -0.143 2.557 -2.761
H 0.462 2.699 -0.232
H -0.720 3.723 -0.915
H -1.728 1.272 0.507
H -2.549 2.748 0.077
H -2.127 3.011 2.413
H -0.903 4.006 1.557
H -0.589 1.343 2.696
H 0.524 1.812 1.659
H 0.327 2.612 3.110
H -0.673 -1.206 -1.472
H -1.269 -1.729 0.923
H -0.328 -3.135 -0.709
H 1.283 -2.864 -0.099
H 0.872 -2.685 2.548
H -0.187 -2.899 4.595
H 1.128 -1.765 4.879
H -0.517 -1.407 5.538